Record 1
Here is C44H52BrF6N3O3PV as an isolated structure in a non-equilibrium geometry from OMol25. Energies are from wB97M-V/def2-TZVPD.

Structure (XYZ):
```
111
Properties=species:S:1:pos:R:3:forces:R:3
F -6.12951 -4.02829 0.41256 0.11 0.00 -0.14
H -3.21817 0.65843 -4.53827 -0.07 -0.03 0.06
C 1.22905 -1.72452 2.48409 0.27 -0.43 -0.09
H 2.91312 -4.66104 2.33685 0.00 -0.07 0.03
H -1.25192 -4.53994 -6.58434 -0.10 -0.04 -0.01
H 0.29214 3.84512 -1.41936 -0.06 -0.02 -0.10
C 1.13388 -0.73241 4.78318 -0.06 0.01 -0.15
H 1.85045 -1.85770 -0.70362 -0.06 -0.07 0.04
C 1.84536 -2.18166 0.32971 0.32 -0.20 -0.06
C 0.41040 -3.14144 -6.64401 0.09 -0.08 -0.16
F -5.43873 -4.02230 2.45735 0.16 -0.01 0.06
C 2.72144 -0.76901 -3.26832 -0.23 0.17 0.23
C -0.31478 1.12677 5.17792 0.08 -0.10 0.00
H 2.26900 -3.75530 -5.69138 0.06 -0.04 0.09
H -2.01964 1.76647 -2.75970 0.09 0.05 0.04
C -0.16658 -4.56250 -6.66208 0.04 0.16 0.01
N 1.21180 -1.39222 1.18475 -0.31 0.22 -0.04
H -0.31778 1.47553 -6.63287 0.02 -0.03 -0.11
H -0.40834 -0.54528 -6.40446 0.01 0.06 -0.05
C 1.98268 4.18524 -0.14276 -0.04 -0.12 0.04
H 1.89042 2.25175 -3.54451 -0.05 0.04 -0.04
H 0.25893 -3.07118 -8.78807 0.04 -0.02 -0.08
F -6.65390 -2.40072 1.72408 0.08 0.14 -0.03
H -1.30482 3.09316 -3.63956 0.02 0.08 -0.03
H 1.09439 5.40523 -1.65637 -0.04 0.04 -0.07
C -2.15286 1.54888 -0.27755 -1.14 0.99 -0.17
H 1.88873 -1.42246 5.12555 0.04 -0.05 0.02
H 0.22817 -5.17277 -5.85436 0.01 -0.09 0.09
H 1.74884 -3.20332 3.95912 0.01 0.01 0.08
H 3.74035 -0.58401 -3.60660 0.07 0.02 0.03
P 2.25290 0.43179 -1.93298 0.90 0.02 -0.47
C -1.16161 2.05209 -3.35727 -0.07 -0.17 -0.12
C 0.61596 0.21669 5.65008 -0.02 0.02 -0.07
C -2.51449 1.13374 -5.22016 0.13 0.05 0.09
H 6.49408 4.30958 0.34177 0.03 -0.01 -0.01
C -0.67379 -0.89828 -3.05983 0.41 -1.29 -2.44
C 0.52239 2.51685 1.03974 -0.22 2.28 1.30
C 2.81952 1.58843 2.49510 0.03 0.02 -0.05
O -0.28877 3.06870 1.74305 0.59 -0.35 -0.39
H 3.61545 1.90330 -3.33438 0.07 -0.03 -0.02
H -2.85996 2.14700 -5.41295 -0.07 0.12 -0.05
H -0.73224 1.88664 5.81910 -0.06 0.06 0.04
H -1.42840 1.71668 3.42862 -0.02 0.07 -0.01
H 0.51971 -1.49219 -8.06867 0.01 0.11 -0.04
H 5.79311 5.82069 0.90982 0.08 0.06 0.01
C 0.68810 -0.75300 3.46252 -0.19 0.32 0.40
H -2.52161 0.58366 -6.15835 -0.01 -0.05 -0.08
C -0.14720 1.83416 -5.62165 -0.07 -0.10 0.06
H 2.04543 -0.66345 -4.11343 -0.08 -0.02 -0.09
C -2.40228 -1.34889 1.49436 0.02 -0.16 0.58
C 1.94567 -3.21067 -6.57638 -0.17 -0.02 -0.06
H -2.95517 -1.11799 -1.70720 0.05 0.02 0.13
H 2.33321 -3.72256 -7.45463 0.07 -0.06 -0.09
H 2.64458 -1.79341 -2.90566 0.02 -0.08 0.00
H -3.60094 -2.36955 2.95212 0.06 0.03 0.09
C -0.38386 -1.03666 -5.44708 0.05 -0.28 0.02
H 2.11778 1.87036 3.28111 -0.02 -0.02 0.08
F -2.59656 1.56678 0.99315 -0.03 0.05 0.28
H -0.31491 2.90880 -5.62951 0.00 0.08 -0.03
H 5.05257 2.98929 1.86734 0.08 -0.08 0.07
C 3.81057 0.32096 -0.94792 -0.31 0.02 0.04
C 4.34592 4.35348 0.38395 -0.09 -0.10 -0.02
C -0.69079 -0.26554 -4.32836 -0.10 0.10 0.67
C 2.44703 -3.74222 2.01320 0.02 0.10 -0.13
C 2.66014 1.99870 -2.82008 -0.23 -0.19 0.15
C -0.69912 1.03772 3.84779 -0.06 0.04 0.25
H 2.72820 2.80166 -2.09008 0.02 0.07 0.00
H 0.09949 -5.05164 -7.59607 0.03 -0.06 -0.07
C 2.49864 -3.35015 0.68742 -0.02 0.00 0.10
C 2.96858 2.70194 1.50130 -0.05 -0.04 -0.02
C -3.11056 -1.39624 -0.67461 -0.40 -0.18 -0.40
C -0.05191 -2.38295 -5.41450 -0.07 0.11 0.10
C -1.10255 1.17919 -4.60854 -0.03 0.18 -0.02
O 0.22773 1.34783 0.48684 2.68 2.61 2.00
H 0.94074 0.24063 6.67983 0.04 0.04 0.06
H 3.01501 -3.94183 -0.05201 0.01 -0.02 -0.10
C -5.66747 -3.24600 1.39296 -0.29 -0.11 0.11
C -4.23486 -2.12872 -0.35034 0.10 0.02 0.23
Br -0.57548 -3.25263 -1.40932 0.07 -0.12 -0.43
C -3.48816 -2.09982 1.91422 -0.13 -0.04 -0.23
C 1.80712 -2.91878 2.92085 -0.13 0.18 -0.03
H -4.93759 -2.41196 -1.11862 0.00 -0.01 -0.05
O -0.82439 -0.30308 -1.88147 -0.85 -1.31 -4.45
C 1.86505 3.12331 0.75736 0.26 -0.10 -0.05
F -1.82882 2.81052 -0.60156 0.01 0.29 -0.03
H 2.37419 -2.20970 -6.54318 0.06 0.06 0.00
H -1.07356 -2.26340 -7.96989 -0.11 0.04 -0.04
C -0.43496 -2.29255 -3.05779 -0.10 0.29 0.65
C 4.19440 3.31885 1.29840 -0.08 0.07 -0.04
H -1.66462 -0.98622 2.19857 -0.07 -0.04 -0.06
H 2.42809 0.69864 2.00081 0.02 -0.07 0.04
H 3.75758 1.01686 -0.11504 0.07 0.02 0.04
H 0.89497 1.64770 -5.37151 0.11 0.02 0.02
C 0.00024 -2.43971 -7.94145 0.04 -0.06 0.16
H -0.24762 1.97864 -2.76373 -0.02 0.11 -0.01
C 3.22679 4.77666 -0.32132 -0.01 -0.06 0.11
C -4.42960 -2.48892 0.97545 0.20 0.14 -0.07
N -0.21041 0.12821 3.01790 0.03 -0.27 -0.16
C -0.10829 -3.01674 -4.17841 -0.08 0.12 0.08
H 0.09141 -4.07054 -4.06897 0.01 -0.07 -0.02
H 4.65633 0.59071 -1.58037 0.04 -0.02 -0.01
H 5.76420 5.44047 -0.80895 0.02 0.01 -0.03
C 0.79447 4.66924 -0.91550 -0.03 0.04 0.07
H 0.07011 5.12460 -0.24224 -0.10 0.05 0.00
H 3.96297 -0.68288 -0.55547 -0.01 -0.04 0.01
C 5.67719 5.01214 0.18746 0.00 0.07 0.06
F -3.25008 1.25524 -1.03103 -0.01 -0.01 -0.08
H 3.32233 5.59515 -1.02217 -0.01 0.05 -0.09
N -2.20642 -0.99698 0.22711 -0.09 -0.23 0.10
H 3.77654 1.34700 2.95136 0.02 -0.05 0.05
V -0.61733 0.27676 -0.40321 -1.36 -2.84 2.93
```
Forces are in eV/Å.

Summary:
- 2S+1 = 2
- highest occupied orbital energy (spin up / spin down) (eV) = -11.13 / -11.13
- total charge = +1
- LUMO (spin up / spin down) (eV) = -3.42 / -3.21
- energy relative to the best compared isomer or geometry (same formula, charge and spin) (kJ/mol) = 209.3
- orbital gap (spin up / spin down) (eV) = 7.714 / 7.926
- maximum force (eV/A) = 4.7

=====

Record 2
Here is C44H52ClF7N4O8S2Ta as an isolated structure in a non-equilibrium geometry from OMol25. Energies are from wB97M-V/def2-TZVPD.

Structure (XYZ):
```
119
Properties=species:S:1:pos:R:3:forces:R:3
H 0.77131 0.76196 2.15123 0.03 -0.05 -0.04
H -0.37359 -3.27369 0.15665 0.04 -0.02 0.01
H 2.20971 0.94806 4.42958 0.08 0.11 -0.02
F 2.53114 5.63828 -1.39900 0.01 -0.04 0.05
F -2.03813 6.13486 -0.84626 0.07 -0.06 0.07
H 6.57907 -1.82598 -0.84563 0.02 -0.02 0.00
H -2.06964 3.03036 -3.75576 0.02 0.05 0.03
H -1.15042 -1.81942 4.66290 0.01 0.01 -0.01
H 3.80376 -3.67923 -0.89297 0.04 -0.02 0.01
C -2.71358 2.30963 -4.24115 0.03 -0.02 -0.02
C 5.91342 -0.21592 -2.09259 -0.08 0.00 0.01
N -2.86747 1.04975 -2.16552 -0.10 0.15 0.01
H 3.25139 -1.14689 4.53174 0.02 0.01 0.05
C 3.50576 -0.41118 -0.62842 0.08 0.21 0.08
C 5.76426 -1.15676 -1.08204 -0.02 0.05 0.01
H 6.83380 -0.15112 -2.65303 0.04 0.01 -0.02
C 2.08700 -2.67077 1.17968 -0.01 -0.13 0.08
H -2.27382 2.10398 4.85310 0.00 0.01 0.03
H 2.42368 -3.45785 4.47479 0.02 -0.04 0.06
H 0.35109 -2.34331 -1.16375 0.16 -0.30 0.16
C 0.38665 -3.28620 -0.62261 0.31 -0.01 0.10
C 2.09959 -3.41585 2.35623 -0.02 0.01 -0.02
H -4.01245 1.09653 3.34546 0.02 0.01 -0.01
C -2.83039 -1.99322 0.33840 0.07 -0.19 -0.06
H -3.06406 -0.31932 5.13398 -0.02 0.00 0.02
H 3.36024 2.25363 4.14789 0.04 0.04 0.01
H -2.99809 -3.59072 -4.17454 -0.02 -0.02 -0.02
H 0.20123 -1.40025 2.57825 -0.04 -0.02 0.01
H -0.65785 0.45880 5.60294 0.00 0.01 0.03
C -2.20958 -2.95341 -3.78009 -0.03 0.03 -0.02
O -1.86631 4.07863 1.22071 -0.05 0.00 -0.01
C -4.04069 0.31091 -4.15516 0.01 0.04 0.00
C -3.65762 -2.92925 -0.27634 0.04 0.01 0.01
H 4.75909 2.29516 2.24003 0.01 0.03 -0.02
H -4.96635 -0.27969 -5.98706 -0.03 -0.03 -0.02
C -0.40182 0.20456 4.57215 -0.03 -0.05 -0.02
O 2.60961 4.19502 1.26229 -0.03 0.02 0.03
H -3.37828 -0.10222 1.35240 0.06 0.28 0.10
H -3.52986 0.46841 -1.66849 0.05 -0.01 0.01
H 2.01110 2.04749 3.05630 0.02 0.06 -0.02
O 1.49458 2.33790 0.15023 0.13 -0.48 -0.28
C -2.45933 -2.61647 -2.33786 -0.04 0.09 0.08
C -1.79620 4.91245 -1.27701 -0.13 0.10 -0.06
C -2.96805 0.78267 3.28128 -0.02 0.02 0.03
C -3.00985 2.44074 -5.58835 0.00 0.01 -0.01
Ta 0.61160 0.56009 -0.62346 0.68 0.00 1.49
C -0.60472 1.42755 3.68102 0.10 -0.01 0.05
C 3.72267 0.51870 -1.62646 -0.21 0.22 0.00
H -2.64707 1.48065 1.26684 0.00 0.05 -0.04
H 4.51841 -1.97088 0.44263 -0.01 -0.05 0.04
H 4.93201 1.42178 -3.12510 0.01 0.05 -0.05
H 5.11967 0.90114 1.23742 0.04 -0.10 -0.08
H -4.09050 -3.98494 -2.08786 -0.04 -0.03 -0.03
H -2.21951 2.80748 3.23797 0.00 -0.03 0.03
H -5.30220 -4.30033 -0.07111 -0.02 -0.02 -0.01
F 3.76073 3.85644 -1.39394 -0.08 0.01 0.04
C -4.33024 0.44832 -5.50255 0.02 -0.01 -0.02
C -2.76429 -0.49684 4.09887 0.03 0.02 0.01
C -4.74603 -3.58379 0.52917 -0.01 0.00 0.00
H -4.33295 -4.11280 1.38859 0.00 -0.01 0.02
C 4.59024 -1.25134 -0.35583 0.03 0.21 0.07
C 2.90938 -0.74315 2.46749 -0.01 -0.05 -0.04
C 2.51833 4.31874 -1.35683 0.13 0.01 -0.03
C 2.44189 -2.86267 3.57388 -0.02 0.06 -0.06
C 2.73750 1.50644 3.65793 0.08 0.05 0.02
O -0.43886 -0.08098 -4.19347 -0.08 -0.02 -0.09
S 1.71401 3.81369 0.23625 -0.20 0.20 -0.03
C -3.81742 1.51286 -6.22873 0.00 0.01 -0.01
H -4.44635 -0.51945 -3.59084 -0.03 -0.06 0.04
C 3.61363 0.59660 2.79354 0.03 0.02 0.04
F -0.98198 4.95915 -2.32186 0.10 -0.08 -0.03
H -0.93240 -1.18825 -2.31502 -0.17 -0.08 0.07
F 1.83102 3.84946 -2.38943 -0.06 0.02 0.03
C -3.22984 1.24267 -3.51185 0.06 -0.17 0.03
F -2.93760 4.33167 -1.63871 0.03 -0.03 0.11
N 2.26077 -0.45221 0.08079 -0.42 0.45 -0.50
H 0.13000 -4.07152 -1.33387 0.00 -0.03 -0.06
O 1.05236 -0.51320 -2.34350 -0.04 0.12 -0.21
S -1.04301 3.90174 0.07701 0.03 0.12 -0.31
C 2.38142 -1.29075 1.27443 -0.11 0.06 0.04
H 4.42378 0.25761 3.44779 -0.05 0.02 -0.02
C -2.62639 0.53304 1.80885 -0.10 0.07 0.04
H -1.26363 -3.48468 -3.89253 0.06 -0.03 -0.01
C 2.78637 -3.47649 -1.21753 -0.06 -0.02 -0.04
C -2.05627 1.88896 3.80464 -0.01 0.05 -0.06
H -2.71677 1.91379 -1.66419 -0.03 -0.07 -0.03
F 2.68268 1.41633 -1.83265 0.42 -0.36 0.05
C 4.86977 0.65331 -2.36999 -0.13 -0.02 0.09
C -3.46045 -3.24589 -1.61027 0.07 0.03 0.02
C -1.29339 -0.92233 4.05534 -0.04 -0.02 0.03
H 1.84953 -4.46659 2.30507 -0.02 -0.04 0.00
H -0.41752 1.99004 1.63162 0.01 -0.13 0.11
H -3.40281 -1.29938 3.71781 -0.02 -0.04 -0.01
C -1.80140 -1.35134 -0.35689 -0.26 0.17 -0.04
H 3.63577 1.83054 0.98612 0.01 -0.04 -0.05
H -5.45125 -2.84286 0.90756 -0.02 0.01 0.01
Cl 0.62595 0.46673 -3.48102 -0.04 0.06 0.15
H 2.50950 -4.25647 -1.92741 -0.01 -0.03 -0.03
H 1.80912 -4.53497 0.31073 -0.01 0.04 -0.02
H 0.05827 2.23795 3.98754 0.02 -0.01 0.01
O 1.73706 0.81417 -4.24758 0.12 0.01 -0.04
C -0.87898 -1.24089 2.61626 -0.01 0.02 -0.03
H -2.60586 3.27785 -6.14130 0.01 0.03 -0.02
O -0.95759 2.55083 -0.48456 -0.16 -0.20 -0.14
H 2.77210 -2.53025 -1.75670 0.00 -0.04 -0.02
O 0.19289 1.57116 -2.57050 -0.15 -0.19 0.05
H -2.15874 -2.05325 -4.39160 -0.02 0.02 -0.02
C 1.78128 -3.50970 -0.06730 -0.03 -0.06 0.00
C 4.31606 1.43729 1.73406 -0.08 -0.12 -0.14
H 0.64138 -0.12081 4.55952 -0.13 -0.06 0.01
N 0.37174 4.57881 0.20960 0.00 -0.08 0.15
C -1.66757 -1.67128 -1.70318 -0.35 0.18 -0.17
C -1.19955 -0.03773 1.70080 0.02 -0.03 0.05
C 2.88101 -1.55929 3.60219 -0.03 -0.06 -0.01
H -1.33158 -2.16962 2.28931 -0.12 -0.05 -0.09
C -0.27731 1.07893 2.20906 -0.06 0.04 -0.07
H -3.03798 -1.79800 1.37140 0.13 -0.20 0.06
H -4.05003 1.62174 -7.27777 0.00 0.00 -0.04
N -0.88390 -0.40048 0.25959 0.50 0.39 -0.64
```
Forces are in eV/Å.

Summary:
- highest occupied orbital energy (eV) = -10.19
- total charge = +1
- LUMO (eV) = -4.23
- energy relative to the best compared isomer or geometry (same formula, charge and spin) (kJ/mol) = 0.0
- orbital gap (eV) = 5.964
- maximum force (eV/A) = 1.6